(1)
The molecule C2H3N at a distorted geometry. Source: the OMol25 dataset; level of theory: ωB97M-V/def2-TZVPD.

Properties
HOMO energy (alpha / beta) ... -0.363 / -0.380 Eh
Lowest unoccupied orbital energy (alpha / beta) ... 0.3 / 0.2 eV
Multiplicity ... 1
Energy ... -3607.4663 eV
Relative energy (zero: lowest compared OMol25 entry of this formula, charge and spin) ... 471.95 kJ/mol

Last column: natural (NBO) charge in e.
Element x y z (Å)
C  -0.34042  -0.03744  0.03760  -0.778
C  -1.75914  0.06555  0.01765  0.313
N  -3.27792  -0.09195  -0.05535  -0.327
H  0.06891  0.64781  -0.56356  0.260
H  0.07863  -0.90485  -0.57624  0.269
H  0.13622  -0.10541  0.97691  0.263

---

(2)
The molecule C4H7NS3 at a distorted geometry. Source: the OMol25 dataset; level of theory: ωB97M-V/def2-TZVPD.

Properties
HOMO energy ... -0.315 Eh
Lowest unoccupied orbital energy ... -0.4 eV
Multiplicity ... 1
Energy ... -38255.8691 eV
Relative energy (zero: lowest compared OMol25 entry of this formula, charge and spin) ... 121.36 kJ/mol

Last column: natural (NBO) charge in e.
Element x y z (Å)
C  2.26902  0.37403  -0.45652  -0.687
C  1.07751  -0.40926  0.02564  0.120
S  1.15102  -2.04203  0.08580  -0.131
N  -0.04492  0.25753  0.35478  -0.549
S  -0.16024  1.96922  0.15814  0.196
C  -1.23482  -0.37115  0.94321  -0.314
C  -2.15586  -0.80124  -0.16888  -0.282
S  -3.71781  -0.47775  -0.23559  0.097
H  3.16944  -0.33487  -0.53014  0.252
H  2.13886  0.76192  -1.45943  0.240
H  2.49847  1.21284  0.23593  0.236
H  -0.66384  2.05048  -1.10237  0.116
H  -1.76122  0.37635  1.64614  0.237
H  -0.92721  -1.24205  1.50270  0.258
H  -1.63839  -1.32401  -0.99941  0.212